Here is 3 unconnected molecules or ions with the total composition C27H55NO6 at a distorted geometry from OMol25. Energies are from the ωB97M-V functional and the def2-TZVPD basis.

ORCA input file:
```
! wB97M-V def2-TZVPD RIJCOSX def2/J DEFGRID3
* xyz 0 1
H -1.85 1.77 -2.93
H -1.57 2.10 1.72
H 1.78 -0.86 -4.10
H 1.17 -0.33 3.80
H -0.12 -3.69 6.13
O 3.76 0.89 0.82
O -2.47 0.36 -5.53
H -2.39 -1.56 -6.09
O 3.40 0.99 -1.36
C -2.60 -1.02 -5.18
H -3.02 -1.53 -2.53
C -3.73 3.80 0.95
H -0.94 -5.48 -2.41
H -3.95 2.31 2.51
C -1.36 -2.64 -1.87
H -4.30 6.37 3.22
H -2.33 3.13 -3.96
H 0.94 -2.07 3.76
O 1.02 -3.03 -1.95
C 2.84 -1.13 -4.04
H 0.52 -5.33 -1.73
C 1.96 -3.16 -2.90
H -1.92 -3.20 -1.13
C -2.99 1.22 -4.60
H 1.40 -2.33 7.57
H 3.87 -0.25 5.50
H 4.92 -0.48 4.11
H -4.15 5.45 4.71
H -3.62 -1.25 -4.90
H 3.56 0.64 4.00
H 4.15 0.19 -5.02
H 3.90 2.20 -3.69
C 3.88 -0.32 4.41
H 2.40 1.69 -4.43
C -2.70 4.71 1.62
H 3.96 -2.70 -3.12
H 0.92 1.19 0.39
H 3.19 -1.66 -1.95
H -2.81 5.71 1.20
C 1.64 -2.48 6.51
C -3.72 2.35 1.44
H 3.36 -2.41 4.29
N -0.39 -4.90 -1.79
H -4.52 1.81 0.94
C 3.13 1.43 -3.67
H -2.65 3.81 3.59
H -1.69 4.38 1.36
H 1.53 -0.35 0.98
H -2.87 -3.05 -3.34
H -4.98 4.74 3.33
H 3.06 -1.66 -4.95
H 1.65 -0.36 6.19
C 3.00 -1.45 3.90
H -3.55 3.80 -0.13
H -0.84 -2.05 -4.54
C -1.61 -1.45 -4.10
H 1.21 -3.99 5.00
C -4.14 5.37 3.63
H 1.28 -4.61 6.65
H 4.63 -0.07 -3.39
C 2.97 0.78 -0.09
C 0.96 -3.77 6.04
H -2.17 1.63 0.12
H -0.92 -1.79 -1.36
H -4.73 4.21 1.09
C 1.56 0.35 0.16
H 1.53 0.98 -2.33
C -1.97 2.11 -3.94
H -2.46 0.59 1.52
H 3.10 -1.51 2.82
H -1.14 -0.55 -3.71
H 0.12 -1.12 5.85
C 1.20 -1.24 5.74
C -2.30 -2.20 -2.97
H 2.72 -2.60 6.45
H 1.19 -0.16 -0.71
C 2.47 1.52 -2.30
H 2.30 2.57 -2.11
C 3.76 0.09 -4.01
C -2.40 1.63 1.18
C 3.06 -2.14 -2.91
H -2.00 5.43 3.51
H -0.30 -3.63 -3.44
O -4.17 1.26 -4.33
C 1.52 -1.27 4.24
O 1.93 -4.05 -3.73
H -1.03 2.06 -4.47
C -0.25 -3.57 -2.36
C -2.81 4.80 3.15
*
```

For the LUMO energy, the calculation gives 0.4 eV. The calculation puts the HOMO energy at -9.7380 eV. For the strongest force on any atom, the calculation gives 1.85 eV/Å.